Entry from OMol25: a cluster of 2 separate species, CH5FOP2 in total (the ωB97M-V functional and the def2-TZVPD basis).

Cartesian coordinates (Å):
C  -0.3416  0.1960  -1.8328
O  1.2773  1.2123  1.1082
F  -1.4750  -1.9756  0.8620
P  -0.1813  0.6644  1.5967
P  0.0543  -1.4140  0.7617
H  -0.4807  -0.7332  -2.3443
H  0.2642  0.8941  -2.3711
H  -0.9610  0.4577  -1.0535
H  1.5978  0.6625  0.4169
H  0.2460  0.0358  2.8563

Forces on atoms 1 to 3 (eV/Å):
0.99 -0.36 -2.19
0.02 0.86 0.52
0.49 0.33 -0.07

## Properties
spin multiplicity: 3
LUMO (spin up / spin down): 0.01 / -1.59 eV
HOMO level (spin up / spin down): -7.779 / -9.268 eV
expectation value of S²: 2.007

Entry from OMol25: a structure of composition C30H57BIrO2P2 (the ωB97M-V functional and the def2-TZVPD basis).

Cartesian coordinates (Å):
Ir  0.8432  -0.8875  -0.8412
C  -0.6108  -1.2131  2.3637
C  0.1933  -2.4069  2.3723
C  1.3815  -0.7243  1.1844
C  0.1411  -0.1623  1.8619
C  1.4178  -2.1179  1.7887
C  -1.9784  -1.1124  2.9348
H  -2.6083  -1.9473  2.6082
H  -2.4658  -0.1825  2.6147
H  -1.9501  -1.1226  4.0327
C  -0.1143  1.2677  2.1643
H  -1.0678  1.6234  1.7354
H  0.7000  1.9069  1.8072
H  -0.1829  1.4323  3.2622
C  2.6472  0.0299  1.3543
H  2.9419  -0.1101  2.3952
H  2.5355  1.0952  1.1597
H  3.4352  -0.3538  0.6875
C  2.6697  -2.8810  2.0557
H  2.7005  -3.1527  3.1304
H  3.5605  -2.2668  1.8580
H  2.7754  -3.8246  1.4907
C  -0.1838  -3.6669  3.0693
H  -0.1275  -3.4991  4.1554
H  0.4844  -4.4909  2.8206
H  -1.2096  -3.9694  2.8358
C  -0.8286  -0.4859  -2.0176
C  -1.1817  -0.9535  -0.6869
C  -1.6456  -2.3590  -0.4528
C  -0.5157  -3.4105  -0.4697
C  0.8342  -2.8936  -0.8949
C  1.0524  -2.4192  -2.2559
C  -0.0724  -2.5317  -3.2763
C  -1.0923  -1.3924  -3.2015
H  -2.4215  -2.6423  -1.1855
H  -0.8142  -4.2237  -1.1440
H  -2.0956  -2.3645  0.5482
H  -2.1007  -1.8380  -3.1728
H  -1.0824  0.5672  -2.1635
H  -1.7546  -0.1868  -0.1577
H  -1.0930  -0.8173  -4.1402
H  0.3834  -2.5055  -4.2829
H  2.0459  -2.6614  -2.6573
H  -0.5771  -3.5163  -3.1791
H  -0.4303  -3.8853  0.5110
H  1.7046  -3.4252  -0.4894
P  -3.6005  1.3603  -0.7461
C  -3.6375  2.7837  0.3751
H  -4.4150  3.4936  0.0736
H  -2.6458  3.2608  0.3419
H  -3.8129  2.4259  1.3968
C  -3.3481  2.2085  -2.3654
H  -4.0260  3.0716  -2.4612
H  -3.5173  1.4879  -3.1778
H  -2.2980  2.5470  -2.3966
C  -5.2159  0.5570  -0.8213
H  -5.2524  -0.0825  -1.7206
H  -6.0277  1.2968  -0.8192
H  -5.2794  -0.0979  0.0684
P  2.5171  -0.0306  -2.3726
C  3.9940  -1.0580  -1.9706
H  4.4282  -1.5364  -2.8556
H  3.7628  -1.8499  -1.2425
H  4.7715  -0.4205  -1.5346
C  1.9339  -0.0531  -4.1275
H  1.7275  -1.0478  -4.5260
H  2.6657  0.4365  -4.7759
H  1.0116  0.5370  -4.1678
C  3.1845  1.6613  -2.4358
H  4.0019  1.7073  -3.1681
H  3.5407  1.9657  -1.4556
H  2.4035  2.3433  -2.7804
C  -0.5787  4.6218  1.0474
C  0.1481  4.2090  -0.2011
C  -0.2449  5.1058  -1.3636
O  -0.3268  2.8680  -0.6077
B  0.7003  1.9492  -0.6136
O  1.8617  2.5497  -0.1366
C  1.7097  4.0163  0.0282
C  2.5986  4.6311  -1.0276
C  2.2684  4.3272  1.4008
H  -0.5569  3.8334  1.8115
H  -1.6214  4.8862  0.8391
H  -0.1312  5.5241  1.4913
H  -1.3448  5.1829  -1.4469
H  0.1273  6.1392  -1.2150
H  0.1432  4.7386  -2.3318
H  2.5787  5.7264  -0.9743
H  3.6411  4.3140  -0.8586
H  2.3049  4.3366  -2.0483
H  1.7266  3.8396  2.2240
H  3.3186  4.0198  1.4551
H  2.2523  5.4102  1.5835

Forces on atoms 1 to 3 (eV/Å):
2.51 2.06 -0.34
0.38 -2.11 0.64
-1.54 1.25 0.41

## Properties
spin multiplicity: 6
charge: +2
LUMO (spin up / spin down): -4.48 / -8.80 eV
HOMO level (spin up / spin down): -10.517 / -13.011 eV
expectation value of S²: 8.772

Entry from OMol25: a structure of composition C19H35GeNO4Si2SnTe (the ωB97M-V functional and the def2-TZVPD basis).

Cartesian coordinates (Å):
Sn  0.3879  0.2745  -0.1482
O  -2.7367  -2.6402  5.7637
C  -2.1245  -3.2906  4.8905
O  -1.9018  -4.5132  4.8150
C  -1.5387  -2.4379  3.7362
C  -1.5801  -1.0469  3.7922
C  -1.0553  -0.3075  2.7518
N  -0.5248  -0.8848  1.6729
C  -0.4654  -2.2146  1.6044
C  -0.9563  -3.0228  2.6194
C  0.1806  -2.7727  0.3365
O  0.1917  -3.9869  0.1723
O  0.6540  -1.8881  -0.4597
H  -2.0332  -0.5793  4.6556
H  -1.0439  0.7775  2.7610
H  -0.8888  -4.0977  2.5391
C  -6.1794  -4.2811  -0.3573
Si  -4.5440  -3.3467  -0.2802
C  -3.1695  -4.5575  -0.6210
C  -4.3593  -2.6224  1.4284
C  -4.5482  -1.9939  -1.5713
Te  -2.6740  -0.8853  -1.4952
C  -3.5084  0.5010  -0.0854
Si  -4.0642  2.1018  -0.8491
C  -2.6572  3.0191  -1.6491
C  -4.8110  3.1885  0.4890
C  -5.3965  1.7574  -2.1216
H  -6.1984  -5.0818  0.3861
H  -6.3300  -4.7323  -1.3417
H  -7.0258  -3.6188  -0.1585
H  -3.2277  -5.4040  0.0672
H  -2.1852  -4.1043  -0.4865
H  -3.2289  -4.9471  -1.6420
H  -4.3886  -3.4095  2.1852
H  -5.1529  -1.9069  1.6596
H  -3.4000  -2.1108  1.5363
H  -5.3482  -1.2643  -1.4306
H  -4.6473  -2.3934  -2.5835
H  -2.7566  0.6534  0.6893
H  -4.3415  -0.0292  0.3792
H  -1.8526  3.2161  -0.9378
H  -3.0077  3.9752  -2.0492
H  -2.2222  2.4338  -2.4612
H  -4.0753  3.4095  1.2653
H  -5.6604  2.6966  0.9688
H  -5.1582  4.1388  0.0742
H  -5.0262  1.0649  -2.8803
H  -5.7010  2.6825  -2.6186
H  -6.2829  1.3139  -1.6615
C  4.5406  2.9281  1.1421
Ge  2.8221  2.5598  0.2425
C  1.7516  4.2124  0.5092
C  3.2353  2.6502  -1.6948
C  1.9723  1.0037  0.8860
H  4.9357  3.8951  0.8198
H  5.2760  2.1556  0.9108
H  4.4003  2.9508  2.2241
H  2.3274  5.1132  0.2760
H  1.4066  4.2649  1.5428
H  0.8710  4.1895  -0.1378
H  3.6574  3.6244  -1.9605
H  2.3183  2.5001  -2.2688
H  3.9398  1.8663  -1.9784
H  2.5876  0.3888  1.5430

Forces on atoms 1 to 3 (eV/Å):
-0.26 0.10 -0.09
-0.02 0.00 -0.03
0.06 0.02 0.11

## Properties
spin multiplicity: 1
charge: -2
LUMO: 3.85 eV
HOMO level: -1.384 eV

Entry from OMol25: the ion C4H6O4P with charge -1 (the ωB97M-V functional and the def2-TZVPD basis).

Cartesian coordinates (Å):
C  -1.0459  -0.4687  -0.5630
C  0.3738  -0.2324  0.0939
O  1.4368  -0.5422  -0.9055
C  0.5672  1.1136  0.7539
P  -0.1833  2.5738  0.3852
O  0.5387  3.7057  1.1944
C  2.2302  3.5515  0.9194
O  2.7867  4.0529  1.8206
O  2.3273  3.0491  -0.1217
H  -1.2895  0.4318  -1.0101
H  -1.8499  -0.6406  0.1085
H  -0.8727  -1.1454  -1.3889
H  0.5238  -0.9970  0.8681
H  1.8682  0.3169  -0.8246
H  1.4958  1.1145  1.4380

Forces on atoms 1 to 3 (eV/Å):
2.83 0.05 0.15
-1.14 -1.01 0.32
-1.08 1.17 1.05

## Properties
spin multiplicity: 1
charge: -1
LUMO (spin up / spin down): 3.88 / 3.88 eV
HOMO level (spin up / spin down): -4.518 / -4.517 eV

Entry from OMol25: a cluster of 2 separate species, C3H10S in total (the ωB97M-V functional and the def2-TZVPD basis).

Cartesian coordinates (Å):
C  -1.5230  -1.8543  0.5158
C  -2.0972  -0.4689  0.3254
C  -1.6556  0.1478  -1.0215
H  -1.9852  -2.2284  1.4242
H  -0.4877  -1.7591  0.8796
H  -1.3097  -2.4211  -0.3917
H  -1.7428  0.2495  1.1756
H  -3.2039  -0.4125  0.3988
H  -2.4336  0.5801  -1.6498
H  -0.8965  0.9163  -0.7603
H  -1.1071  -0.5181  -1.7803
S  2.4906  1.1118  0.0419
H  2.2232  1.0399  1.3212
H  2.7480  -0.1832  -0.2061

Forces on atoms 1 to 3 (eV/Å):
1.51 0.94 1.39
-0.08 1.66 -0.07
1.68 0.19 -0.77

## Properties
spin multiplicity: 1
LUMO: 0.84 eV
HOMO level: -9.832 eV

Entry from OMol25: a structure of composition C26H28Cl3N5O7V (the ωB97M-V functional and the def2-TZVPD basis).

Cartesian coordinates (Å):
V  -0.1943  0.0014  0.7080
Cl  1.8881  3.1256  6.3090
C  1.8407  2.0501  4.9331
C  0.6100  1.7936  4.3398
C  0.5433  0.9534  3.2382
N  -0.5832  0.6796  2.4730
C  -1.8656  0.9884  2.8314
O  -2.2301  1.4116  3.9437
C  -2.7499  0.7535  1.7023
C  -4.1192  0.9695  1.7977
C  -4.9454  0.8335  0.7041
C  -4.3053  0.5390  -0.5228
C  -2.9603  0.3276  -0.5770
N  -2.1189  0.3483  0.5152
C  1.7209  0.3250  2.7560
C  2.9407  0.6014  3.3547
C  2.9930  1.4707  4.4395
Cl  4.5464  1.7910  5.1695
N  1.4847  -0.5798  1.7168
C  2.3143  -1.6098  1.5239
O  3.4275  -1.8183  2.0090
C  1.7404  -2.7027  0.6555
C  2.6110  -3.5058  -0.0787
C  2.1031  -4.6155  -0.7187
C  0.7518  -4.9159  -0.5645
C  -0.0337  -4.0458  0.1693
N  0.4309  -2.9360  0.7405
H  -0.2937  2.2399  4.7239
H  -4.4900  1.2620  2.7722
H  -6.0121  1.0037  0.7622
H  -4.8693  0.5034  -1.4489
H  -2.4821  0.1760  -1.5353
H  3.8405  0.1439  2.9792
H  3.6538  -3.2293  -0.1199
H  2.7463  -5.2517  -1.3150
H  0.3145  -5.8021  -1.0088
H  -1.0909  -4.2446  0.3084
O  5.0992  0.1448  -2.0735
Cl  3.6820  -0.0650  -2.2255
O  3.4603  -1.3109  -2.9433
O  3.1138  1.0188  -2.9953
O  3.0459  -0.1416  -0.9366
C  -1.4170  -2.0025  -4.5464
N  -0.7407  -1.2225  -3.5333
C  0.3433  -0.3151  -3.9142
C  -0.8962  -1.4723  -2.2152
C  -1.9648  -2.4549  -1.8102
O  -0.2022  -0.8711  -1.3943
H  -1.1724  -1.5864  -5.5206
H  -2.5024  -1.9629  -4.4314
H  -1.1077  -3.0527  -4.5380
H  0.4530  -0.3392  -4.9959
H  1.2790  -0.6156  -3.4513
H  0.1236  0.7018  -3.5899
H  -1.5999  -3.4720  -1.9483
H  -2.8746  -2.3271  -2.3954
H  -2.1888  -2.2890  -0.7590
C  -0.0736  4.1533  -1.0401
C  -0.4880  3.1503  0.0447
C  -0.2984  3.7972  1.4135
C  0.2920  1.8486  -0.1127
H  -0.6499  5.0828  -0.9727
H  -0.2137  3.7325  -2.0377
H  0.9863  4.4003  -0.9363
H  -1.5593  2.9481  -0.0892
H  0.7654  3.9633  1.6072
H  -0.6910  3.1803  2.2179
H  -0.8057  4.7664  1.4594
H  1.3470  2.0142  0.1510
H  0.2975  1.5635  -1.1742

Forces on atoms 1 to 3 (eV/Å):
-0.97 0.20 -1.59
-0.01 0.02 0.03
-0.03 0.00 -0.01

## Properties
spin multiplicity: 2
charge: -2
LUMO (spin up / spin down): 3.99 / 3.99 eV
HOMO level (spin up / spin down): -0.095 / -0.052 eV
expectation value of S²: 0.769

Maximum force list, top to bottom, in eV/A: 2.4; 3.7; 0.3; 4.4; 2.3; 1.9
Energy above the lowest of the compared OMol25 structures with the same formula, charge and spin list, top to bottom, in kJ/mol: 10.9; 3.9; 0.0; 365.8; 82.5; 83.2
Molar mass list, top to bottom, in g mol⁻¹: 113.996; 714.761; 716.585; 149.062; 78.180; 679.841